--- i ---
Formula: H3N2OS
Source: OMol25
Level of theory: wB97M-V/def2-TZVPD

LUMO level (alpha / beta) ... 0.160 / 0.160 hartree
HOMO-LUMO gap (alpha / beta) ... 6.732 / 6.731 eV
Net charge ... -1

Structure (XYZ):
```
7
Properties=species:S:1:pos:R:3:nbo_charge:R:1
N 1.56 -1.49 -0.34 0.215
N 2.26 -0.67 0.01 -0.247
O 0.67 -2.26 0.05 -0.587
S 2.35 0.02 1.88 -0.496
H -0.21 3.03 -0.89 -0.042
H 2.29 -1.34 2.07 0.116
H 0.10 2.31 -0.72 0.041
```

--- ii ---
Formula: H3N2OS
Source: OMol25
Level of theory: wB97M-V/def2-TZVPD

LUMO level (alpha / beta) ... 0.143 / 0.143 hartree
HOMO-LUMO gap (alpha / beta) ... 6.295 / 6.295 eV
Net charge ... -1

Structure (XYZ):
```
7
Properties=species:S:1:pos:R:3:nbo_charge:R:1
N 2.13 0.92 0.97 0.333
N 1.79 0.03 0.32 -0.059
O 2.48 1.63 1.87 -0.461
S 1.88 -2.19 1.35 -0.896
H -4.86 0.93 -3.15 0.003
H 1.32 -1.74 2.46 0.083
H -4.75 0.43 -3.83 -0.003
```

Stability order, top to bottom: ii, i

--- i ---
Formula: CH4NO2
Source: OMol25
Level of theory: wB97M-V/def2-TZVPD

LUMO level ... -0.294 hartree
HOMO-LUMO gap ... 10.249 eV
Net charge ... +1

Structure (XYZ):
```
8
Properties=species:S:1:pos:R:3:nbo_charge:R:1
C -1.40 -0.23 -0.02 -0.436
N 0.23 -0.67 0.13 0.312
O 2.31 -0.07 -0.04 -0.287
O 0.97 0.33 -0.09 0.084
H -1.32 -0.36 -1.10 0.269
H -1.52 0.88 0.22 0.251
H -2.00 -0.73 0.78 0.294
H 2.71 0.86 0.12 0.513
```

--- ii ---
Formula: CH4NO2
Source: OMol25
Level of theory: wB97M-V/def2-TZVPD

LUMO level ... -0.165 hartree
SMILES ... [NH3+]C1OO1
HOMO-LUMO gap ... 12.356 eV
Net charge ... +1

Structure (XYZ):
```
8
Properties=species:S:1:pos:R:3:nbo_charge:R:1
C 0.55 -0.26 -0.32 0.452
N -0.61 0.47 0.25 -0.723
O 0.77 -1.34 0.45 -0.185
O 0.31 -1.37 -0.94 -0.167
H 1.39 0.45 -0.54 0.211
H -0.25 0.77 1.20 0.476
H -1.46 -0.09 0.18 0.480
H -0.69 1.37 -0.29 0.457
```

--- iii ---
Formula: CH4NO2
Source: OMol25
Level of theory: wB97M-V/def2-TZVPD

LUMO level (alpha / beta) ... -0.217 / -0.220 hartree
HOMO-LUMO gap (alpha / beta) ... 9.319 / 9.777 eV
Net charge ... +1

Structure (XYZ):
```
8
Properties=species:S:1:pos:R:3:nbo_charge:R:1
C 1.08 0.33 0.36 0.291
N -0.20 -0.31 -0.07 -0.727
O 3.32 0.11 0.15 -0.138
O 2.13 -0.28 -0.02 -0.041
H 1.08 1.38 0.47 0.221
H -0.60 -1.12 0.39 0.470
H -0.40 -0.35 -1.05 0.460
H -1.04 0.26 0.17 0.465
```

Stability order, top to bottom: ii, iii, i

--- i ---
Formula: CH5N2S
Source: OMol25
Level of theory: wB97M-V/def2-TZVPD

LUMO level (alpha / beta) ... -0.206 / -0.235 hartree
HOMO-LUMO gap (alpha / beta) ... 8.598 / 6.423 eV
Net charge ... +1

Structure (XYZ):
```
9
Properties=species:S:1:pos:R:3:nbo_charge:R:1
C 0.36 0.36 -0.74 0.181
N -0.82 0.25 1.51 -0.795
N 1.46 0.07 -1.17 -0.651
S -1.70 -0.94 1.70 0.701
H -0.50 0.76 -1.17 0.197
H 0.17 0.22 1.53 0.409
H 1.84 0.24 -2.10 0.420
H 2.09 -0.47 -0.59 0.421
H -2.91 -0.49 1.03 0.118
```

--- ii ---
Formula: CH5N2S
Source: OMol25
Level of theory: wB97M-V/def2-TZVPD

LUMO level ... -0.211 hartree
HOMO-LUMO gap ... 8.973 eV
Net charge ... +1

Structure (XYZ):
```
9
Properties=species:S:1:pos:R:3:nbo_charge:R:1
C -0.08 -0.51 0.03 0.414
N -1.12 -1.21 0.08 -0.619
N -0.52 0.95 -0.04 -0.804
S 2.20 -0.25 0.01 -0.048
H 2.52 -1.16 -1.02 0.196
H -1.09 -2.21 0.09 0.425
H -1.48 0.64 -0.47 0.491
H 0.07 1.57 -0.62 0.470
H -0.73 1.37 0.95 0.476
```

--- iii ---
Formula: CH5N2S
Source: OMol25
Level of theory: wB97M-V/def2-TZVPD

LUMO level ... -0.217 hartree
HOMO-LUMO gap ... 7.571 eV
Net charge ... +1

Structure (XYZ):
```
9
Properties=species:S:1:pos:R:3:nbo_charge:R:1
C 1.48 0.31 -0.11 0.152
N -1.63 0.27 0.56 -0.863
N 0.62 -0.60 -0.44 -0.578
S -2.58 -0.09 -0.56 0.565
H 2.55 0.15 -0.20 0.223
H -2.08 0.53 1.54 0.414
H 0.90 -1.45 -0.80 0.423
H -0.47 -0.30 -0.35 0.453
H 1.22 1.18 0.35 0.210
```

Stability order, top to bottom: ii, iii, i

--- i ---
Formula: C4H11NOS2
Source: OMol25
Level of theory: wB97M-V/def2-TZVPD

LUMO level ... 0.026 hartree
SMILES ... CC(N)=O.CSSC
HOMO-LUMO gap ... 9.582 eV
Net charge ... 0

Structure (XYZ):
```
19
Properties=species:S:1:pos:R:3:nbo_charge:R:1
O -0.19 -1.15 0.90 -0.640
C 1.00 -1.07 0.62 0.679
N 1.47 -0.22 -0.35 -0.848
C 2.07 -1.91 1.29 -0.721
H 2.46 -0.16 -0.58 0.395
H 0.79 0.37 -0.84 0.413
H 1.59 -2.56 2.05 0.243
H 2.81 -1.26 1.80 0.229
H 2.59 -2.54 0.56 0.229
S -1.99 2.54 -0.58 0.100
S -1.07 1.44 -2.03 0.069
C -1.02 2.12 0.89 -0.775
C -1.88 -0.17 -1.86 -0.776
H -1.43 2.70 1.73 0.229
H 0.04 2.38 0.76 0.217
H -1.10 1.05 1.14 0.249
H -1.69 -0.63 -0.87 0.253
H -2.97 -0.08 -2.00 0.226
H -1.47 -0.83 -2.64 0.226
```

--- ii ---
Formula: C4H11NOS2
Source: OMol25
Level of theory: wB97M-V/def2-TZVPD

LUMO level ... 0.025 hartree
HOMO-LUMO gap ... 8.613 eV
Net charge ... 0

Structure (XYZ):
```
19
Properties=species:S:1:pos:R:3:nbo_charge:R:1
C 2.11 0.20 -1.33 -0.626
C 1.20 0.72 -0.22 -0.432
C -1.16 0.45 0.70 -0.163
C -0.15 -0.09 -0.24 0.018
N -2.26 -0.97 1.25 -0.807
O -0.75 -0.13 -1.48 -0.696
S -3.10 -1.71 -0.07 0.191
S -1.38 -2.04 2.16 0.187
H 1.42 -0.18 -2.22 0.222
H 2.87 0.89 -1.67 0.211
H 2.79 -0.59 -1.11 0.209
H 1.03 1.76 -0.36 0.200
H 1.81 0.48 0.66 0.218
H -1.96 1.18 0.25 0.209
H -0.83 0.72 1.66 0.193
H -0.02 -1.06 0.08 0.201
H -1.00 0.78 -1.77 0.464
H -4.23 -1.14 0.24 0.100
H -1.06 -1.11 3.14 0.100
```

Stability order, top to bottom: i, ii

--- i ---
Formula: C3H9N4S
Source: OMol25
Level of theory: wB97M-V/def2-TZVPD

LUMO level ... -0.129 hartree
HOMO-LUMO gap ... 8.397 eV
Net charge ... +1

Structure (XYZ):
```
17
Properties=species:S:1:pos:R:3:nbo_charge:R:1
C -1.96 -0.58 -3.38 -0.436
C 1.02 -0.72 0.74 0.385
C 0.92 1.70 0.95 -0.468
N -1.33 -0.48 -2.28 0.098
N -0.72 -0.42 -1.34 -0.139
N 0.09 -0.90 1.61 -0.747
N 1.44 0.47 0.38 -0.516
S 1.95 -2.05 0.20 0.137
H -1.52 -0.28 -4.36 0.254
H -2.98 -0.55 -3.21 0.231
H 1.46 2.59 0.82 0.257
H -0.09 1.80 0.46 0.245
H 1.10 1.65 2.06 0.231
H -0.46 -0.23 2.20 0.446
H -0.17 -1.82 1.86 0.421
H 2.15 0.37 -0.30 0.425
H 0.75 -2.87 0.19 0.176
```

--- ii ---
Formula: C3H9N4S
Source: OMol25
Level of theory: wB97M-V/def2-TZVPD

LUMO level ... -0.172 hartree
SMILES ... C/C=[N+](\N)C(=S)NN
HOMO-LUMO gap ... 8.542 eV
Net charge ... +1

Structure (XYZ):
```
17
Properties=species:S:1:pos:R:3:nbo_charge:R:1
C -1.53 0.10 -0.08 0.171
C 0.74 -0.21 0.45 0.219
C 2.13 -0.88 0.49 -0.691
N -1.41 1.44 0.03 -0.416
N -0.29 -0.65 -0.22 -0.132
N -0.49 -1.83 -0.85 -0.606
N -0.32 2.25 -0.27 -0.659
S -2.87 -0.72 0.25 0.042
H 0.60 0.77 0.92 0.239
H 2.18 -1.59 1.27 0.265
H 3.01 -0.19 0.63 0.278
H 2.27 -1.46 -0.39 0.237
H -2.28 1.78 0.24 0.406
H -1.37 -1.96 -1.33 0.450
H 0.29 -2.48 -0.76 0.419
H -0.11 2.68 0.64 0.376
H -0.54 2.97 -1.02 0.404
```

Stability order, top to bottom: i, ii

--- i ---
Formula: C4H13N3
Source: OMol25
Level of theory: wB97M-V/def2-TZVPD

LUMO level (alpha / beta) ... -0.114 / -0.293 hartree
2S+1 ... 2
HOMO-LUMO gap (alpha / beta) ... 10.700 / 5.778 eV
Net charge ... +1

Structure (XYZ):
```
20
Properties=species:S:1:pos:R:3:nbo_charge:R:1
C -0.19 0.83 1.79 -0.217
N 0.07 -0.13 2.87 -0.805
C 0.36 0.07 0.51 -0.113
C 1.87 0.05 0.16 -0.611
N -0.57 0.26 -0.61 -0.135
C -0.31 -0.52 -1.86 -0.102
N -1.41 -0.68 -2.78 -0.786
H 0.38 1.76 1.86 0.190
H -1.24 1.07 1.67 0.209
H 1.00 -0.55 2.81 0.356
H 0.26 0.42 3.70 0.376
H 0.12 -0.98 0.76 0.258
H 1.96 0.05 -0.92 0.223
H 2.37 -0.82 0.57 0.260
H 2.29 1.04 0.36 0.249
H -0.84 1.20 -0.93 0.406
H 0.54 -0.04 -2.36 0.246
H 0.06 -1.46 -1.42 0.212
H -2.32 -0.42 -2.41 0.396
H -1.10 -0.17 -3.60 0.390
```

--- ii ---
Formula: C4H13N3
Source: OMol25
Level of theory: wB97M-V/def2-TZVPD

LUMO level (alpha / beta) ... -0.107 / -0.314 hartree
2S+1 ... 2
HOMO-LUMO gap (alpha / beta) ... 10.276 / 3.989 eV
Net charge ... +1

Structure (XYZ):
```
20
Properties=species:S:1:pos:R:3:nbo_charge:R:1
N 0.73 0.15 1.57 -0.506
C -0.14 0.24 0.33 -0.098
C -0.04 -1.07 -0.39 -0.454
C 1.31 -1.42 -0.81 -0.232
N 1.76 -0.57 -1.97 -0.814
C -1.62 0.62 0.70 -0.228
N -1.94 2.02 0.53 -0.715
H 0.42 -0.82 1.90 0.425
H 0.85 0.97 2.06 0.406
H 0.09 1.11 -0.39 0.263
H -0.66 -0.99 -1.35 0.244
H -0.53 -1.91 0.18 0.231
H 1.96 -1.17 -0.03 0.201
H 1.45 -2.50 -1.10 0.218
H 1.09 -0.53 -2.86 0.389
H 2.72 -0.88 -2.16 0.387
H -2.32 -0.09 0.26 0.268
H -1.80 0.39 1.80 0.217
H -1.21 2.72 0.83 0.397
H -2.88 2.23 0.97 0.403
```

Stability order, top to bottom: i, ii